(1)
The following is a DFT calculation (the ωB97M-V functional and the def2-TZVPD basis) of C9H12N2 in the gas phase in a non-equilibrium geometry.

Geometry (Å):
C -0.78011 0.41709 -2.25867
C -0.57353 0.54007 -0.91324
C 0.98426 0.66494 -0.31704
C 1.74307 -0.40652 -0.19863
C 3.14958 -0.29215 0.36092
C 1.33908 -1.88482 -0.29941
C -1.54408 0.65558 0.09595
C -2.90634 0.27287 0.10262
N -3.54425 0.50088 1.24670
N -2.61889 1.07306 2.01237
C -1.42210 1.17166 1.35592
H -0.08046 0.44787 -3.12415
H -1.75982 0.00846 -2.54495
H 1.30023 1.71851 -0.11242
H 3.63876 0.34260 -0.40920
H 3.49956 -1.30645 0.44815
H 3.01819 0.19373 1.35268
H 0.21834 -1.93242 -0.67212
H 1.80213 -2.48859 -0.97337
H 1.31796 -2.33662 0.68780
H -3.35547 -0.32613 -0.73272
H -2.78986 1.31077 2.95256
H -0.63624 1.65562 1.94024

Results
- gap between HOMO and LUMO (eV) = 9.2681
- SMILES = C=C(C=C(C)C)c1cn[nH]c1
- E_HOMO (eV) = -8.4
- energy above the lowest of the compared OMol25 structures with the same formula, charge and spin (eV) = 3.910

=====

(2)
The following is a DFT calculation (the ωB97M-V functional and the def2-TZVPD basis) of C9H12N2 in the gas phase in a non-equilibrium geometry.

Geometry (Å):
N -2.51248 -0.00215 2.80777
C -1.75261 -0.44980 1.73574
C -1.08707 -1.69365 1.77262
C -0.11949 -1.79324 0.80452
C 0.20987 -0.86652 -0.05368
C -0.61653 0.36798 -0.08268
N -1.49203 0.47364 0.81371
C -0.19535 1.56369 -1.10532
C 1.32080 1.55486 -1.42518
C 1.73297 0.12784 -1.94578
C 1.50365 -0.78771 -0.76857
H -2.73113 0.97304 2.75920
H -3.54378 -0.21535 2.81025
H -1.32641 -2.55825 2.45508
H 0.53886 -2.78010 0.76390
H -0.61271 2.52360 -0.58484
H -0.73783 1.44281 -1.96789
H 1.98406 1.95948 -0.58770
H 1.35634 2.22952 -2.24466
H 1.27182 -0.08343 -2.94130
H 2.87009 0.16613 -2.13474
H 1.75107 -1.78642 -0.99546
H 2.18787 -0.36598 0.11501

Results
- gap between HOMO and LUMO (eV) = 9.1486
- SMILES = Nc1ccc2c(n1)CCCC2
- E_HOMO (eV) = -8.1
- energy above the lowest of the compared OMol25 structures with the same formula, charge and spin (eV) = 2.434

=====

(3)
The following is a DFT calculation (the ωB97M-V functional and the def2-TZVPD basis) of C9H12N2 in the gas phase.

Geometry (Å):
C 1.98907 -0.41607 -1.85844
C 1.32439 -0.44981 -3.07314
N 0.00671 -0.51340 -3.17103
C -0.69987 -0.54463 -2.05808
C -0.14755 -0.51240 -0.77885
C -1.05198 -0.52064 0.43306
C -1.49272 0.91104 0.77900
C -0.34858 1.40224 1.66062
C 0.02122 0.14733 2.45946
N -0.44668 -0.98998 1.66819
C 1.23774 -0.44749 -0.69445
H 3.06663 -0.36515 -1.81997
H 1.86338 -0.42663 -4.01102
H -1.77403 -0.59900 -2.18812
H -1.91944 -1.15383 0.20493
H -2.41886 0.87552 1.35201
H -1.64269 1.52292 -0.10855
H -0.63941 2.23076 2.30291
H 0.48874 1.72381 1.03865
H 1.09320 0.10076 2.67533
H -0.51211 0.13350 3.41788
H 0.26802 -1.68679 1.50397
H 1.73482 -0.42206 0.26563

Results
- gap between HOMO and LUMO (eV) = 9.6573
- SMILES = c1cncc([C@@H]2CCCN2)c1
- E_HOMO (eV) = -8.8
- energy above the lowest of the compared OMol25 structures with the same formula, charge and spin (eV) = 1.020

=====

(4)
The following is a DFT calculation (the ωB97M-V functional and the def2-TZVPD basis) of a molecular structure, C9H12N2O2 in a non-equilibrium geometry.

Geometry (Å):
C -4.48387 -0.26404 0.48665
C -2.21360 0.13167 -0.30680
C -1.26104 0.82778 -0.95228
C 0.02379 0.42277 -1.23417
C 0.50373 -0.60533 -0.50481
C -0.44348 -1.25326 0.47480
C -1.83404 -0.99319 0.33248
C 2.74717 -0.33843 -0.02879
C 4.29380 -0.60760 0.01180
H -4.76287 -1.18363 -0.39428
H -5.29334 0.69181 1.02146
H -3.72574 -1.05749 1.47539
H -1.77910 1.63185 -1.54279
H 0.52917 1.26186 -1.67456
H 0.19206 -1.80854 1.40080
H -2.53122 -1.41478 0.88530
H 4.38003 -1.36941 -0.72002
H 4.97810 0.26278 -0.21126
H 4.52078 -0.78132 1.11423
H 3.42329 2.06310 0.10756
H 0.67894 1.62934 0.85861
N 1.81860 -1.02740 -0.55112
N 2.48573 1.00574 0.25937
O -3.43410 0.68628 -0.06134
O 1.59222 1.35171 1.31742

Results
- gap between HOMO and LUMO (eV) = 8.1427
- E_HOMO (eV) = -7.8
- energy above the lowest of the compared OMol25 structures with the same formula, charge and spin (eV) = 10.188

=====

(5)
The following is a DFT calculation (the ωB97M-V functional and the def2-TZVPD basis) of C9H12N2O3 in the gas phase in a non-equilibrium geometry.

Geometry (Å):
C -0.68653 -2.31950 -1.64723
N 0.32295 -1.66515 -1.22318
N 0.24420 -0.54885 -0.23516
C 0.54959 0.64359 -1.04022
C 0.77746 1.90070 -0.37108
C -0.16570 2.90001 -0.73378
O -0.29784 4.06529 -0.42755
O -1.07913 2.28479 -1.65905
C -0.64299 1.01274 -1.92784
O -1.12790 0.27385 -2.74918
C 1.37415 -0.81873 0.78219
C 0.81083 -0.38759 2.13144
C -0.68457 -0.05886 1.94883
C -1.08511 -0.52389 0.56111
H -0.51989 -2.99181 -2.50668
H -1.70253 -2.29542 -1.21268
H 1.40493 0.36272 -1.67934
H 1.74232 2.15373 0.06408
H 2.27808 -0.28779 0.44861
H 1.53823 -1.90179 0.71568
H 1.37841 0.46326 2.53329
H 0.93687 -1.22792 2.83263
H -1.27600 -0.58120 2.71091
H -0.85607 1.01691 2.06159
H -1.40379 -1.56886 0.57016
H -1.82998 0.09977 0.05245

Results
- gap between HOMO and LUMO (eV) = 7.2867
- SMILES = C=N[N+]1([C@@H]2C=C([O-])OC2=O)CCCC1
- E_HOMO (eV) = -7.2
- energy above the lowest of the compared OMol25 structures with the same formula, charge and spin (eV) = 3.885